(1)
This record from the Open Molecules 2025 dataset describes the molecule C6H9Br. The level of theory is wB97M-V/def2-TZVPD.

Values from the calculation:
DFT total energy: -2808.004825 Ha
SMILES: Br[C@H]1C=CCCC1
largest force on an atom: 3.2 eV/Å
HOMO level: -9.280 eV
HOMO-LUMO gap: 0.3757 Ha
energy above the lowest of the compared OMol25 structures with the same formula, charge and spin: 0.0 kJ/mol

The geometry in ORCA input format:
```
! RIJCOSX wB97M-V def2-TZVPD def2/J DEFGRID3
* xyz 0 1
Br 0.63 -0.51 0.66
C 1.74 -1.31 1.93
C 3.05 -1.83 1.44
C 4.24 -1.62 2.03
C 4.42 -0.73 3.20
C 3.14 -0.72 4.06
C 1.87 -0.50 3.26
H 0.98 -2.16 2.08
H 2.97 -2.53 0.62
H 5.16 -2.01 1.59
H 4.61 0.31 2.87
H 5.34 -1.03 3.75
H 3.08 -1.63 4.66
H 3.22 0.07 4.81
H 0.94 -0.79 3.79
H 1.85 0.59 3.06
*
```

---

(2)
This record from the Open Molecules 2025 dataset describes a cluster of 2 separate species, C6H9BrClNO2 in total. The level of theory is wB97M-V/def2-TZVPD.

Values from the calculation:
DFT total energy: -3473.262377 Ha
SMILES: [O-]/[N+](O)=C(/Cl)Br.C1=CCCC1
largest force on an atom: 4.8 eV/Å
HOMO level: -8.500 eV
HOMO-LUMO gap: 0.3213 Ha
energy above the lowest of the compared OMol25 structures with the same formula, charge and spin: 25.8 kJ/mol

The geometry in ORCA input format:
```
! RIJCOSX wB97M-V def2-TZVPD def2/J DEFGRID3
* xyz 0 1
O -2.56 -0.98 2.94
N -1.74 -0.08 3.12
O -2.17 1.19 3.18
C -0.45 -0.15 3.03
Cl 0.57 1.17 3.23
Br 0.20 -2.00 3.18
H -3.08 1.20 2.95
C 0.02 0.64 0.29
C -0.87 -0.36 0.34
C -0.48 -1.61 -0.22
C 0.71 -1.19 -1.15
C 1.22 0.01 -0.40
H 0.09 1.69 0.49
H -1.83 -0.38 0.83
H -1.34 -2.21 -0.67
H -0.18 -2.42 0.52
H 0.29 -0.91 -2.12
H 1.56 -1.85 -1.44
H 1.83 -0.26 0.41
H 1.80 0.71 -0.95
*
```

---

(3)
This record from the Open Molecules 2025 dataset describes a structure of composition C6H9Cl3MoN2O5S6Sb. The level of theory is wB97M-V/def2-TZVPD.

Values from the calculation:
DFT total energy: -4798.104952 Ha
largest force on an atom: 1.1 eV/Å
HOMO level (alpha / beta): -4.267 / -4.285 eV
HOMO-LUMO gap (alpha / beta): 0.2278 / 0.2310 Ha
energy above the lowest of the compared OMol25 structures with the same formula, charge and spin: 2.8 kJ/mol

The geometry in ORCA input format:
```
! RIJCOSX wB97M-V def2-TZVPD def2/J DEFGRID3
* xyz -1 3
Mo -0.40 0.93 0.05
S 4.04 3.23 -1.38
Sb 3.66 1.34 -0.21
S 1.46 0.53 -1.20
S 0.61 2.75 1.11
S 2.43 2.17 1.85
C 1.07 -0.11 4.43
O 1.31 -1.22 3.56
C 0.78 -1.12 2.34
O 0.16 -0.13 1.98
N 0.98 -2.26 1.65
N 0.34 -2.46 0.44
H 1.53 -0.39 5.38
H 0.00 0.06 4.55
H 1.53 0.79 4.03
H 1.58 -2.96 2.06
H -0.27 -3.26 0.46
H 0.98 -2.45 -0.34
Cl -2.04 -3.09 2.74
C -2.91 -1.77 1.91
Cl -4.61 -2.22 1.72
Cl -2.82 -0.33 2.92
C -2.29 -1.65 0.45
O -2.34 -2.67 -0.19
O -1.76 -0.54 0.10
C -4.50 4.08 -0.85
O -3.47 3.46 -1.63
C -2.59 2.69 -1.00
S -1.37 1.99 -1.95
S -2.57 2.42 0.65
H -4.07 4.75 -0.10
H -5.11 3.33 -0.35
H -5.09 4.65 -1.56
*
```